# 1
# C27H29Cl2P

5 unconnected molecules or ions with the total composition C27H29Cl2P at a distorted geometry (wB97M-V/def2-TZVPD, the OMol25 dataset).

Each line ends with the Mulliken charge.
Atoms and positions in Å:
C: 0.151 -0.522 -1.335  -0.92
C: -0.879 0.688 -1.258  0.58
Cl: -0.341 2.372 -1.753  -0.24
C: -2.213 0.501 -0.817  -0.04
P: -2.898 -1.175 -0.336  -0.09
Cl: -3.337 1.964 -0.712  -0.20
H: -0.183 -1.438 -0.750  0.29
H: 1.141 -0.196 -0.854  0.19
H: 0.366 -0.859 -2.400  0.30
H: -3.600 -1.148 0.908  0.06
H: -3.762 -1.553 -1.413  0.03
C: 3.074 -3.349 1.794  -0.41
C: 2.326 -2.185 1.655  -0.38
C: 2.959 -0.946 1.659  -0.25
C: 4.342 -0.872 1.792  -0.53
C: 5.090 -2.037 1.927  -0.33
C: 4.456 -3.275 1.932  -0.40
H: 2.580 -4.315 1.794  0.36
H: 1.248 -2.243 1.545  0.43
H: 2.375 -0.037 1.558  0.44
H: 4.836 0.093 1.790  0.37
H: 6.168 -1.980 2.028  0.35
H: 5.039 -4.183 2.042  0.35
C: 4.296 5.774 -2.588  -0.36
C: 4.724 6.026 -1.289  -0.41
C: 4.138 5.355 -0.220  -0.40
C: 3.130 4.425 -0.452  -0.32
C: 2.704 4.170 -1.752  0.08
C: 3.284 4.847 -2.819  -0.55
H: 4.751 6.299 -3.420  0.35
H: 5.514 6.746 -1.108  0.35
H: 4.467 5.557 0.793  0.36
H: 2.676 3.898 0.380  0.44
H: 1.919 3.443 -1.932  0.12
H: 2.949 4.653 -3.832  0.37
C: -0.249 2.065 2.717  -0.28
C: -1.144 1.084 3.131  -0.19
C: -1.239 0.751 4.478  -0.51
C: -0.445 1.407 5.414  -0.35
C: 0.447 2.391 5.000  -0.44
C: 0.548 2.718 3.652  -0.45
H: -0.173 2.322 1.665  0.43
H: -1.767 0.577 2.401  0.33
H: -1.932 -0.019 4.799  0.37
H: -0.523 1.151 6.465  0.36
H: 1.064 2.904 5.730  0.36
H: 1.248 3.481 3.330  0.39
C: -6.002 -3.787 -4.543  -0.37
C: -6.050 -3.260 -3.256  -0.40
C: -5.829 -4.085 -2.158  -0.37
C: -5.551 -5.435 -2.347  -0.40
C: -5.500 -5.961 -3.634  -0.34
C: -5.730 -5.138 -4.732  -0.36
H: -6.178 -3.144 -5.399  0.35
H: -6.259 -2.206 -3.109  0.39
H: -5.873 -3.676 -1.155  0.44
H: -5.375 -6.077 -1.491  0.35
H: -5.282 -7.013 -3.781  0.35
H: -5.696 -5.549 -5.734  0.35

Computed properties:
Kohn-Sham gap, eV: 9.57
SMILES string: C/C(Cl)=C(\P)Cl.c1ccccc1.c1ccccc1.c1ccccc1.c1ccccc1
HOMO, Eh: -0.33424
Max |F|, eV/Å: 2.673

---

# 2
# C27H29F3N7PdSb

A molecular structure, C27H29F3N7PdSb (wB97M-V/def2-TZVPD, the OMol25 dataset).

Each line ends with the Mulliken charge.
Atoms and positions in Å:
Pd: 1.287 0.084 -0.501  0.08
C: -2.213 -0.960 -3.901  -1.24
N: -0.851 -1.459 -4.065  0.10
C: -0.604 -2.361 -5.195  -1.20
C: 0.084 -1.154 -3.148  0.37
N: -0.151 -0.604 -1.996  0.18
N: 1.390 -1.433 -3.550  -0.24
C: 2.483 -1.683 -2.741  0.61
N: 3.566 -2.134 -3.407  -0.39
N: 2.439 -1.482 -1.468  -0.52
H: -2.670 -0.865 -4.883  0.48
H: -2.204 0.030 -3.445  0.38
H: -2.817 -1.634 -3.293  0.40
H: -1.546 -2.827 -5.470  0.44
H: 0.078 -3.161 -4.914  0.45
H: -0.223 -1.829 -6.070  0.32
H: -1.142 -0.582 -1.782  -0.38
H: 1.525 -1.562 -4.538  0.28
H: 3.545 -2.371 -4.383  0.17
H: 4.408 -2.348 -2.902  0.22
H: 3.300 -1.755 -1.007  0.14
N: 2.396 0.985 2.668  -0.12
C: 3.450 0.786 1.806  0.78
C: 4.751 0.603 2.297  -0.87
C: 5.785 0.458 1.412  -0.30
C: 5.527 0.519 0.037  -0.88
C: 4.228 0.661 -0.358  -0.35
N: 3.176 0.753 0.499  0.07
H: 2.653 1.281 3.598  0.34
H: 1.645 1.540 2.278  -0.18
H: 4.920 0.600 3.365  0.33
H: 6.795 0.323 1.777  0.44
H: 6.319 0.473 -0.696  0.45
H: 3.981 0.729 -1.409  0.59
F: -6.309 -1.133 -1.367  -0.32
C: -5.101 -0.961 -0.833  0.44
C: -4.741 0.305 -0.402  -0.78
C: -3.482 0.484 0.151  -0.21
C: -2.605 -0.599 0.263  -0.38
C: -3.000 -1.862 -0.182  -0.42
C: -4.259 -2.051 -0.733  -0.71
Sb: -0.751 -0.338 1.206  1.73
C: -1.225 -0.382 3.240  0.11
C: -2.577 -0.373 3.591  -0.28
C: -2.940 -0.400 4.928  -0.70
C: -1.942 -0.462 5.882  0.22
F: -2.289 -0.493 7.166  -0.29
C: -0.598 -0.510 5.558  -0.61
C: -0.237 -0.480 4.221  -0.51
C: -0.446 1.733 0.820  0.48
C: -0.320 2.189 -0.504  0.47
C: 0.001 3.517 -0.779  -0.93
C: 0.169 4.381 0.279  0.01
F: 0.476 5.651 0.035  -0.31
C: -0.005 3.985 1.601  -0.51
C: -0.300 2.662 1.865  -1.15
H: -5.444 1.122 -0.496  0.49
H: -3.199 1.472 0.493  0.53
H: -2.341 -2.717 -0.082  0.47
H: -4.597 -3.023 -1.069  0.48
H: -3.356 -0.339 2.840  0.36
H: -3.976 -0.382 5.237  0.48
H: 0.139 -0.583 6.347  0.48
H: 0.809 -0.545 3.951  0.43
H: -0.589 1.557 -1.337  0.48
H: 0.092 3.884 -1.792  0.51
H: 0.081 4.718 2.392  0.47
H: -0.448 2.350 2.894  0.55

Computed properties:
Kohn-Sham gap (alpha / beta), eV: 9.06 / 6.19
HOMO (alpha / beta), Eh: -0.50654 / -0.51756
Charge: +2
Spin multiplicity: 3
Max |F|, eV/Å: 0.412

---

# 3
# C27H29FI2O9P

2 unconnected molecules or ions with the total composition C27H29FI2O9P at a distorted geometry (wB97M-V/def2-TZVPD, the OMol25 dataset).

Each line ends with the Mulliken charge.
Atoms and positions in Å:
C: 1.320 3.262 3.071  -0.94
C: 1.567 2.264 4.223  -0.53
C: 0.669 0.994 4.155  -0.64
C: 0.525 0.539 2.694  -0.25
C: 0.266 -1.009 2.557  -2.45
C: 0.514 -1.334 1.113  0.08
C: 1.776 -1.764 0.700  0.40
C: 2.900 -1.892 1.703  -1.11
C: 3.007 -3.247 2.417  0.63
O: 4.049 -3.500 2.990  -0.62
O: 1.974 -4.123 2.466  -0.44
C: 1.969 -2.037 -0.650  1.32
C: 3.353 -2.506 -1.067  -2.33
C: 4.296 -1.328 -1.475  -0.05
C: 5.717 -1.682 -1.069  0.14
O: 6.540 -2.175 -1.797  -0.55
O: 6.059 -1.362 0.244  -0.47
C: 0.948 -1.869 -1.556  -0.15
I: 1.412 -2.274 -3.607  -0.01
C: -0.310 -1.438 -1.163  1.58
C: -0.513 -1.180 0.196  0.17
C: -1.926 -0.732 0.550  -0.44
O: -2.560 -1.096 1.508  -0.43
C: -2.578 0.218 -0.451  0.41
C: -3.374 1.261 0.008  0.20
P: -3.781 1.677 1.724  0.83
O: -4.578 2.919 1.791  -0.87
O: -4.600 0.523 2.483  -0.47
O: -2.448 1.880 2.568  -0.32
C: -3.960 2.074 -0.940  -0.98
C: -3.728 1.868 -2.273  -0.94
C: -2.918 0.859 -2.745  1.09
C: -2.667 0.701 -4.248  -0.61
I: -0.532 0.799 -4.665  0.06
C: -3.405 1.766 -5.107  -0.08
C: -2.764 2.069 -6.487  -1.58
C: -2.346 -0.002 -1.791  0.54
C: -1.461 -1.203 -2.129  -0.65
O: -1.657 -1.892 -3.109  -0.52
H: 1.736 4.256 3.284  0.39
H: 0.267 3.374 2.792  0.10
H: 1.865 2.906 2.188  0.27
H: 2.624 1.972 4.194  0.24
H: 1.354 2.797 5.160  0.41
H: 1.112 0.164 4.715  0.35
H: -0.313 1.232 4.578  0.25
H: -0.285 1.029 2.146  0.39
H: 1.440 0.735 2.107  0.45
H: -0.736 -1.311 2.868  0.76
H: 0.964 -1.526 3.217  0.68
H: 3.877 -1.704 1.256  -0.13
H: 2.790 -1.143 2.494  0.35
H: 1.812 -4.500 1.592  0.36
H: 3.293 -3.258 -1.858  0.76
H: 3.852 -3.005 -0.228  0.50
H: 4.234 -1.196 -2.556  0.44
H: 4.033 -0.424 -0.917  0.37
H: 6.102 -2.164 0.781  0.35
H: -5.438 0.406 2.018  0.33
H: -2.525 2.683 3.097  0.29
H: -4.599 2.876 -0.583  0.58
H: -4.230 2.562 -2.936  0.22
H: -3.046 -0.293 -4.495  0.55
H: -3.506 2.732 -4.612  0.19
H: -4.396 1.351 -5.335  0.29
H: -3.556 2.545 -7.087  0.42
H: -2.441 1.170 -7.015  0.40
H: -1.978 2.823 -6.410  0.40
F: -1.059 -3.112 2.709  -0.89

Computed properties:
Kohn-Sham gap, eV: 5.66
HOMO, Eh: -0.15458
Charge: -1
Max |F|, eV/Å: 1.756

---

# 4
# C27H29IN3PdS

A molecular structure, C27H29IN3PdS (wB97M-V/def2-TZVPD, the OMol25 dataset).

Each line ends with the Mulliken charge.
Atoms and positions in Å:
Pd: -0.111 -0.654 1.073  -0.02
C: -0.662 1.400 -1.516  -0.87
C: -0.764 2.114 -0.206  0.67
C: -0.907 3.528 -0.178  -0.77
C: -1.056 4.168 1.007  -0.98
C: -1.157 3.421 2.206  1.29
C: -1.400 4.033 3.455  -0.90
C: -1.577 3.242 4.557  -0.50
C: -1.549 1.842 4.453  -0.51
C: -1.305 1.190 3.254  0.04
S: -1.393 -0.550 3.133  -0.49
C: -1.051 2.017 2.107  -0.36
N: -0.767 1.416 0.903  0.75
H: -0.493 2.100 -2.334  0.36
H: -1.599 0.866 -1.692  0.13
H: 0.144 0.668 -1.476  -0.09
H: -0.873 4.068 -1.116  0.47
H: -1.134 5.249 1.056  0.36
H: -1.455 5.113 3.515  0.34
H: -1.766 3.691 5.525  0.36
H: -1.737 1.237 5.331  0.40
C: 2.719 2.178 -1.286  -1.21
C: 3.636 0.957 -1.410  0.07
C: 4.417 0.757 -0.107  -1.60
C: 2.943 -0.319 -1.860  0.90
C: 3.275 -0.841 -3.090  -0.37
C: 2.765 -2.053 -3.570  -1.27
C: 2.000 -2.798 -2.690  -0.62
C: 1.659 -2.358 -1.417  -0.54
C: 1.128 -3.428 -0.468  1.16
C: 0.426 -2.924 0.780  -1.00
C: 2.264 -4.372 -0.046  -1.59
C: 1.966 -0.998 -1.006  0.94
N: 1.505 -0.311 0.029  -1.03
H: 3.315 3.079 -1.105  0.55
H: 2.027 2.043 -0.457  -0.03
H: 2.145 2.329 -2.203  0.25
H: 4.369 1.185 -2.194  0.53
H: 3.729 0.511 0.701  0.21
H: 4.965 1.666 0.162  0.47
H: 5.136 -0.060 -0.210  0.34
H: 3.968 -0.272 -3.706  0.29
H: 3.013 -2.420 -4.558  0.34
H: 1.681 -3.800 -2.977  0.38
H: 0.393 -4.029 -1.019  0.37
H: 1.112 -2.403 1.467  0.30
H: -0.034 -3.733 1.352  0.54
H: -0.473 -2.353 0.429  -0.23
H: 3.023 -3.812 0.507  0.34
H: 2.748 -4.815 -0.916  0.40
H: 1.893 -5.178 0.597  0.43
I: -2.218 -2.293 -2.364  0.09
C: -3.642 -1.495 -1.045  0.00
C: -4.982 -1.859 -1.145  -0.66
C: -5.857 -1.284 -0.240  -0.14
C: -5.375 -0.395 0.711  -0.82
C: -4.019 -0.112 0.721  0.03
N: -3.175 -0.656 -0.154  0.15
H: -5.314 -2.561 -1.896  0.38
H: -6.911 -1.534 -0.274  0.36
H: -6.032 0.062 1.437  0.41
H: -3.574 0.542 1.463  0.19

Computed properties:
Kohn-Sham gap (alpha / beta), eV: 4.93 / 4.95
HOMO (alpha / beta), Eh: -0.09638 / -0.09705
Charge: -1
Max |F|, eV/Å: 0.601